No. 1
This record from OMol25 describes C9H10AlN2O4 as an isolated structure at a distorted geometry. The level of theory is wB97M-V/def2-TZVPD.

Atoms and positions in Å:
Al1 -0.0007 -0.2840 -0.5720
C1 0.0422 0.6363 1.5215
O1 0.0537 0.7709 2.6595
C2 -0.0010 2.0051 -0.7095
O2 -0.0080 3.1538 -0.6506
C3 -2.0762 -0.0494 -0.3242
O3 -3.1991 -0.0294 -0.0823
C4 2.0871 -0.0733 -0.3673
O4 3.2263 -0.0409 -0.1511
C5 -0.0056 -1.5724 -4.5178
H1 0.9159 -2.1283 -4.4609
H2 -0.9243 -2.1299 -4.4375
C6 -0.0089 -0.2548 -4.8329
H3 -0.9341 0.2737 -5.0224
H4 0.9136 0.2702 -5.0452
C7 -1.3669 -3.3373 3.4385
N1 -0.1041 -3.1932 2.6368
C8 1.1249 -3.7411 3.2706
C9 -0.0271 -2.4157 1.5955
N2 -0.0211 -1.7265 0.6352
H5 -1.5231 -4.4184 3.6493
H6 -2.1980 -2.9057 2.8528
H7 -1.2195 -2.8099 4.4070
H8 1.5944 -4.5118 2.6293
H9 1.8491 -2.9328 3.4951
H10 0.8090 -4.2043 4.2184

Atoms 1-6, force components in eV/Å:
0.1 0.3 1.5
0.0 0.8 4.7
0.0 -0.4 -3.9
0.0 4.7 -0.8
0.0 -4.9 -0.2
-5.4 -0.2 0.6

Summary:
* DFT total energy: -27227.82002 eV
* strongest force on any atom: 0.1257 Eh/bohr
* LUMO (alpha / beta): -14.01 / -14.01 eV
* total charge: +3

---

No. 2
This record from OMol25 describes CH3N4 as an isolated structure at a distorted geometry. The level of theory is wB97M-V/def2-TZVPD.

Atoms and positions in Å:
C1 -0.6365 0.1152 -0.6652
N1 -1.6153 -0.0351 -1.7886
N2 -1.9055 1.1462 -1.7794
N3 -1.0133 1.4107 -0.6545
N4 0.3062 -0.8239 -0.0843
H1 -1.0501 2.1692 0.0305
H2 0.4965 -1.5374 -0.7669
H3 0.6237 -0.6009 0.8328

Atoms 1-6, force components in eV/Å:
2.5 -1.9 1.4
0.4 -3.0 -1.8
-0.1 0.5 1.0
1.3 0.4 2.0
-5.6 5.4 -3.4
0.2 -0.1 -0.2

Summary:
* DFT total energy: -7033.96129 eV
* strongest force on any atom: 0.1654 Eh/bohr
* LUMO (alpha / beta): -7.33 / -7.33 eV
* total charge: +1

---

No. 3
This record from OMol25 describes C20H16N7O2Rh as an isolated structure at a distorted geometry. The level of theory is wB97M-V/def2-TZVPD.

Atoms and positions in Å:
Rh1 -0.8186 1.4796 1.3890
C1 1.3699 -0.1671 4.7546
C2 0.4933 0.6272 4.0106
N1 0.3907 0.4505 2.7025
C3 1.1700 -0.4696 2.0916
C4 1.9980 -1.2600 2.8546
N2 2.0932 -1.1155 4.1835
C5 1.0598 -0.4981 0.5928
C6 1.7569 -1.3062 -0.2817
C7 1.5292 -1.2089 -1.6597
C8 0.6510 -0.2107 -2.0991
C9 -0.0207 0.5717 -1.1823
N3 0.1739 0.3830 0.1243
C10 -0.9984 1.6764 -1.4701
C11 -1.3948 2.0977 -2.7185
N4 -2.2132 3.1450 -2.8894
C12 -2.6279 3.7868 -1.8101
C13 -2.2708 3.3608 -0.5277
N5 -1.4847 2.3058 -0.3772
C14 2.1734 -2.1527 -2.6206
C15 3.0221 -3.1699 -2.1724
C16 3.5648 -4.0622 -3.0802
N6 3.2762 -3.9306 -4.3634
C17 2.4781 -2.9980 -4.8536
C18 1.9071 -2.0784 -3.9916
H1 1.4797 -0.0239 5.8228
H2 -0.1244 1.3918 4.4660
H3 2.6121 -2.0297 2.4003
H4 2.4830 -1.9978 0.1199
H5 0.4936 -0.0258 -3.1514
H6 -1.0492 1.5944 -3.6147
H7 -3.2557 4.6582 -1.9519
H8 -2.6212 3.8600 0.3673
H9 3.2874 -3.2970 -1.1324
H10 4.2196 -4.8739 -2.7757
H11 2.2906 -2.9846 -5.9237
H12 1.2685 -1.3220 -4.4250
N7 -2.6498 0.2361 1.7577
C19 -3.5587 0.9072 2.7195
C20 -3.0270 2.2610 3.2041
O1 -3.6810 2.8976 3.9792
O2 -1.8552 2.5737 2.6811
H13 -3.0715 0.1100 0.8480
H14 -2.3036 -0.6487 2.1023
H15 -3.6920 0.3232 3.6255
H16 -4.5235 1.1337 2.2751

Atoms 1-6, force components in eV/Å:
-2.3 -0.8 0.9
0.1 -0.1 -0.1
-0.1 0.0 0.3
-0.5 0.2 0.2
0.0 -0.1 -0.8
0.3 -0.1 0.4

Summary:
* DFT total energy: -38517.97499 eV
* strongest force on any atom: 0.0501 Eh/bohr
* LUMO (alpha / beta): -9.49 / -9.49 eV
* total charge: +2

---

No. 4
This record from OMol25 describes C25H30CoN3O3 as an isolated structure. The level of theory is wB97M-V/def2-TZVPD.

Atoms and positions in Å:
Co1 0.7845 1.2176 -0.0490
C1 4.6980 1.2778 -1.2613
C2 3.4132 1.9964 -0.9098
C3 3.6519 3.4265 -0.4523
O1 2.7261 1.2610 0.1502
C4 2.4243 2.0266 -2.0959
O2 2.8432 2.3520 -3.1857
O3 1.1896 1.7460 -1.8097
H1 5.4044 1.3265 -0.4291
H2 5.1414 1.7569 -2.1321
H3 4.5060 0.2328 -1.5006
H4 4.3220 3.4452 0.4113
H5 2.7116 3.9090 -0.1811
H6 4.1117 3.9904 -1.2618
H7 3.1974 1.3315 0.9871
C5 -1.7697 1.8042 -1.5441
N1 -1.0560 1.6970 -0.2716
C6 -1.5721 2.1308 0.8271
C7 -0.8015 1.9654 2.0126
C8 -1.0102 2.1538 3.3749
C9 0.1191 1.6240 4.0122
C10 0.9542 1.1290 3.0109
N2 0.4042 1.3381 1.8033
C11 -2.1347 0.4488 -2.0941
C12 -3.3379 -0.1495 -1.7382
C13 -3.6531 -1.4230 -2.1907
C14 -2.7626 -2.1038 -3.0085
C15 -1.5666 -1.5050 -3.3801
C16 -1.2544 -0.2320 -2.9281
H8 -1.1194 2.3275 -2.2435
H9 -2.6726 2.4009 -1.3847
H10 -2.5612 2.5845 0.8388
H11 -1.8689 2.6133 3.8378
H12 0.3115 1.5892 5.0719
H13 1.8986 0.6156 3.1216
H14 -4.0335 0.3830 -1.0973
H15 -4.5917 -1.8815 -1.9065
H16 -3.0018 -3.1001 -3.3577
H17 -0.8686 -2.0347 -4.0154
H18 -0.3158 0.2350 -3.2001
C17 -3.0014 -1.9832 2.7218
N3 -1.7487 -2.2858 2.0564
C18 -0.6953 -2.4944 3.0359
C19 -1.3958 -1.2025 1.1455
C20 -0.2811 -1.5651 0.1887
C21 -0.2234 -2.8981 -0.2283
C22 0.7254 -3.3498 -1.1250
C23 1.6546 -2.4591 -1.6327
C24 1.6105 -1.1295 -1.2417
C25 0.6505 -0.6661 -0.3409
H19 -3.2694 -2.7987 3.3944
H20 -3.7965 -1.8729 1.9828
H21 -2.9474 -1.0537 3.3154
H22 -0.9592 -3.3260 3.6903
H23 -0.5281 -1.5974 3.6573
H24 0.2392 -2.7390 2.5308
H25 -1.1307 -0.3107 1.7142
H26 -2.2861 -0.9658 0.5556
H27 -0.9551 -3.5797 0.1871
H28 0.7372 -4.3902 -1.4251
H29 2.4095 -2.7838 -2.3385
H30 2.3310 -0.4546 -1.6751

Atoms 1-6, force components in eV/Å:
0.0 0.1 0.0
0.0 0.0 0.0
-0.1 0.0 0.0
0.0 0.0 0.0
0.1 -0.1 -0.1
0.0 0.0 0.0

Summary:
* DFT total energy: -74651.70713 eV
* strongest force on any atom: 0.0033 Eh/bohr
* LUMO: -0.22 eV

---

Question: What is the formula in the fourth record?
Answer: C25H30CoN3O3